No. 1
# C27H73LiN16O13

A structure of composition C27H73LiN16O13 at a distorted geometry (the ωB97M-V functional and the def2-TZVPD basis, the Open Molecules 2025 dataset).

Values from the calculation:
* largest force on an atom: 2.187 eV/Å
* DFT total energy: -2934.6314 Eh
* 2S+1: 1
* lowest unoccupied orbital energy: -0.0264 hartree
* net charge: 0
* Kohn-Sham gap: 6.91 eV

```
130
C27H73LiN16O13 | the Open Molecules 2025 dataset | the ωB97M-V functional and the def2-TZVPD basis
Li -4.950 -2.356 -0.600
C -0.995 -1.378 -0.320
C -2.488 -1.495 -0.537
O -3.102 -0.603 -1.157
O -3.027 -2.556 -0.096
H -0.471 -2.113 -0.935
H -0.626 -1.568 0.690
H -0.572 -0.390 -0.506
C -0.317 0.586 3.822
O -1.310 1.317 3.834
N -0.361 -0.622 3.183
N 0.842 0.871 4.442
H 0.345 -1.338 3.163
H -1.277 -0.962 2.933
H 1.572 0.191 4.543
H 0.956 1.774 4.864
C -4.463 1.414 2.282
O -5.571 1.559 1.768
N -3.378 0.899 1.640
N -4.233 1.501 3.618
H -3.406 0.388 0.782
H -2.556 0.950 2.224
H -3.339 1.326 4.033
H -4.957 1.906 4.185
C -5.225 -2.425 -3.782
O -4.963 -2.564 -2.584
N -5.653 -3.412 -4.599
N -5.223 -1.177 -4.329
H -5.754 -3.241 -5.581
H -5.795 -4.322 -4.200
H -5.048 -0.400 -3.710
H -5.523 -1.035 -5.275
C 0.778 -0.993 -4.738
O 0.759 -2.127 -5.216
N 1.354 -0.709 -3.533
N 0.419 0.146 -5.360
H 1.196 0.197 -3.126
H 1.995 -1.360 -3.113
H 0.494 0.995 -4.829
H 0.201 0.208 -6.336
C -4.555 2.323 -2.962
O -3.423 2.380 -3.456
N -4.864 1.458 -1.972
N -5.519 3.199 -3.311
H -4.176 0.820 -1.572
H -5.806 1.490 -1.625
H -5.282 3.957 -3.927
H -6.503 3.163 -3.116
C -1.375 -4.544 -3.142
O -0.788 -5.355 -3.840
N -1.653 -4.700 -1.818
N -1.870 -3.347 -3.591
H -2.242 -4.061 -1.312
H -1.227 -5.497 -1.378
H -2.640 -2.915 -3.111
H -1.542 -2.967 -4.463
C 2.891 -4.427 -3.061
O 3.865 -5.032 -2.634
N 2.621 -4.275 -4.382
N 1.971 -3.722 -2.338
H 3.292 -4.617 -5.043
H 1.781 -3.772 -4.628
H 1.112 -3.387 -2.742
H 1.966 -3.719 -1.334
C 3.481 -0.640 2.422
C 3.569 -1.528 1.134
C 4.684 -1.005 0.226
C 6.094 -1.365 0.615
C 6.240 -2.866 0.815
C 5.112 -3.412 1.764
N 3.794 -2.956 1.329
O 2.755 -3.593 2.040
C 5.198 -4.936 1.595
C 5.503 -3.011 3.204
C 2.241 -1.317 0.402
H 3.404 -1.305 3.285
H 2.570 -0.045 2.508
H 4.295 0.077 2.537
H 4.574 -1.401 -0.792
H 4.503 0.066 0.105
H 6.434 -0.671 1.388
H 6.713 -1.144 -0.262
H 7.168 -3.103 1.331
H 6.107 -3.417 -0.115
H 4.887 -5.334 0.630
H 6.231 -5.285 1.661
H 4.604 -5.328 2.423
H 6.466 -3.438 3.481
H 5.471 -1.954 3.463
H 4.730 -3.431 3.859
H 2.151 -0.453 -0.257
H 1.455 -1.463 1.140
H 2.108 -2.100 -0.359
H 2.140 -3.917 1.375
C -0.012 4.784 4.418
C 0.004 5.335 2.992
C 1.437 5.698 2.548
C 1.554 5.778 1.018
C 1.035 4.514 0.328
C -0.435 4.284 0.676
N -0.587 4.295 2.115
O -1.858 3.898 2.532
C -1.295 5.324 -0.081
C -0.822 2.886 0.184
C -0.843 6.616 2.990
H -0.991 4.412 4.730
H 0.199 5.567 5.148
H 0.630 3.914 4.577
H 1.668 6.703 2.900
H 2.151 4.952 2.897
H 2.607 5.822 0.724
H 1.088 6.643 0.548
H 1.574 3.583 0.503
H 1.146 4.588 -0.759
H -1.092 6.326 0.292
H -1.242 5.360 -1.172
H -2.365 5.130 0.051
H -0.766 2.850 -0.912
H -0.211 2.065 0.561
H -1.892 2.686 0.277
H -0.842 7.168 3.929
H -1.903 6.412 2.810
H -0.584 7.204 2.108
H -1.714 3.101 3.070
O -1.007 1.495 -2.750
H -1.866 1.934 -2.921
H -1.239 0.611 -2.446
O -2.536 -3.757 2.351
H -3.400 -4.129 2.547
H -2.641 -3.311 1.487
```

***

No. 2
# C2H5OPS2

The molecule C2H5OPS2 at a distorted geometry (the ωB97M-V functional and the def2-TZVPD basis, the Open Molecules 2025 dataset).

Values from the calculation:
* largest force on an atom: 4.162 eV/Å
* energy above the lowest of the compared OMol25 structures with the same formula, charge and spin: 242.52 kJ/mol
* DFT total energy: -1292.0960 Eh
* 2S+1: 1
* structure (SMILES): O=S1#[PH]CCS1
* lowest unoccupied orbital energy: -0.0233 hartree
* net charge: 0
* Kohn-Sham gap: 8.43 eV

```
11
C2H5OPS2 | the Open Molecules 2025 dataset | the ωB97M-V functional and the def2-TZVPD basis
O -1.833 -0.994 -2.713
S -1.555 0.350 -2.355
P -1.906 0.490 -0.208
C -0.173 1.096 0.288
C 0.911 0.310 -0.467
S 0.867 0.622 -2.401
H -1.388 -0.790 0.007
H -0.178 0.937 1.353
H -0.043 2.113 0.042
H 1.968 0.318 -0.089
H 0.499 -0.683 -0.579
```

***

No. 3
# C3H5NOS

The molecule C3H5NOS at a distorted geometry (the ωB97M-V functional and the def2-TZVPD basis, the Open Molecules 2025 dataset).

Values from the calculation:
* largest force on an atom: 2.592 eV/Å
* energy above the lowest of the compared OMol25 structures with the same formula, charge and spin: 248.48 kJ/mol
* DFT total energy: -645.4170 Eh
* 2S+1: 1
* structure (SMILES): S=C1CCON1
* lowest unoccupied orbital energy: 0.0251 hartree
* net charge: 0
* Kohn-Sham gap: 9.12 eV

```
11
C3H5NOS | the Open Molecules 2025 dataset | the ωB97M-V functional and the def2-TZVPD basis
S -1.280 1.914 -1.538
C -0.344 0.777 -0.756
C -0.874 -0.072 0.343
C 0.371 -0.845 0.779
O 1.517 -0.537 -0.084
N 0.931 0.384 -0.982
H -1.696 -0.738 0.021
H -1.246 0.622 1.135
H 0.288 -1.894 0.812
H 0.688 -0.453 1.772
H 1.646 0.843 -1.502
```

***

No. 4
# C34H90ClHfN5O14

A structure of composition C34H90ClHfN5O14 at a distorted geometry (the ωB97M-V functional and the def2-TZVPD basis, the Open Molecules 2025 dataset).

Values from the calculation:
* largest force on an atom: 3.389 eV/Å
* DFT total energy: -3184.6797 Eh
* 2S+1: 1
* lowest unoccupied orbital energy: 0.0149 hartree
* net charge: 0
* Kohn-Sham gap: 9.09 eV

```
145
C34H90ClHfN5O14 | the Open Molecules 2025 dataset | the ωB97M-V functional and the def2-TZVPD basis
Hf 0.038 -0.518 1.076
O -0.304 -1.235 3.169
H -0.861 -1.128 3.964
O -0.607 -0.741 -1.033
H -0.553 -0.836 -2.004
O 1.899 -1.790 0.702
H 2.764 -2.051 0.330
Cl -1.114 2.048 1.423
C 2.798 -3.820 -2.387
O 2.239 -3.398 -3.580
C 1.204 -2.460 -3.335
C 0.507 -2.102 -4.679
N 0.287 -3.337 -5.515
C -0.081 -3.008 -6.911
C -1.415 -2.185 -7.030
O -1.414 -0.813 -6.730
C -0.959 0.030 -7.807
H 3.806 -4.217 -2.506
H 2.120 -4.518 -1.894
H 3.015 -3.029 -1.669
H 1.580 -1.547 -2.873
H 0.465 -2.933 -2.688
H 1.093 -1.356 -5.215
H -0.439 -1.652 -4.378
H 1.138 -3.859 -5.363
H -0.134 -3.886 -7.554
H 0.709 -2.414 -7.371
H -2.140 -2.570 -6.312
H -1.879 -2.363 -8.000
H -1.226 -0.308 -8.808
H 0.107 0.247 -7.733
H -1.451 0.992 -7.665
C 1.156 1.811 -1.355
O 1.548 0.865 -0.340
C 2.825 1.151 0.227
C 2.540 1.582 1.665
N 1.864 0.518 2.359
C 1.555 0.914 3.705
C 2.716 1.186 4.580
O 3.523 0.000 4.640
C 4.757 0.215 5.247
H 0.101 1.680 -1.596
H 1.697 1.781 -2.301
H 1.215 2.854 -1.045
H 3.436 1.931 -0.228
H 3.397 0.224 0.229
H 1.900 2.462 1.726
H 3.486 1.832 2.145
H 2.592 -0.108 2.672
H 0.886 0.285 4.292
H 1.031 1.867 3.631
H 2.309 1.385 5.572
H 3.254 2.095 4.310
H 4.669 0.798 6.163
H 5.408 0.808 4.604
H 5.347 -0.693 5.376
C -0.805 9.121 -0.364
O -0.690 7.696 -0.252
C 0.544 7.336 0.360
C 0.670 5.857 0.621
N 0.166 5.376 1.955
C -1.113 5.962 2.334
C -1.610 5.357 3.672
O -2.805 6.029 4.075
C -3.924 5.362 3.492
H -0.874 9.548 0.637
H -1.664 9.324 -1.004
H 0.102 9.514 -0.823
H 0.773 7.889 1.270
H 1.231 7.557 -0.457
H 1.703 5.637 0.352
H 0.134 5.319 -0.160
H -0.073 4.422 1.727
H -1.843 5.837 1.534
H -0.907 7.028 2.430
H -0.878 5.617 4.438
H -1.693 4.275 3.779
H -4.852 5.902 3.678
H -4.175 4.446 4.027
H -3.857 5.272 2.407
C -4.411 -0.249 -6.111
O -4.612 -0.602 -4.755
C -3.525 -1.415 -4.227
C -3.717 -1.904 -2.747
N -3.554 -0.835 -1.712
C -4.510 0.276 -1.886
C -4.427 1.358 -0.766
O -4.648 0.798 0.537
C -4.898 1.735 1.588
H -3.581 0.458 -6.139
H -5.268 0.284 -6.521
H -4.277 -0.996 -6.893
H -2.606 -0.831 -4.277
H -3.379 -2.339 -4.786
H -3.002 -2.700 -2.540
H -4.714 -2.333 -2.650
H -2.630 -0.444 -1.831
H -5.506 -0.150 -2.007
H -4.247 0.674 -2.866
H -5.148 2.138 -1.012
H -3.416 1.762 -0.832
H -5.778 2.367 1.464
H -4.057 2.334 1.935
H -5.071 1.154 2.494
C -4.386 -2.107 1.634
C -2.886 -2.005 1.655
C -2.090 -3.249 1.025
O -0.671 -2.963 0.914
C 0.037 -4.183 0.565
N -2.483 -0.812 1.024
H -4.724 -2.144 0.598
H -4.921 -1.285 2.109
H -4.684 -3.038 2.117
H -2.654 -1.944 2.718
H -2.517 -3.687 0.123
H -2.144 -4.094 1.712
H -0.208 -4.847 1.395
H 1.113 -4.006 0.551
H -0.373 -4.525 -0.385
H -3.178 -0.119 1.265
H -2.768 -0.901 0.059
C 6.718 -1.606 1.723
C 5.499 -2.096 0.905
C 5.852 -3.253 -0.013
O 4.532 -2.468 1.897
H 6.402 -0.915 2.504
H 7.407 -1.130 1.025
H 7.204 -2.388 2.308
H 5.050 -1.252 0.383
H 5.060 -3.489 -0.724
H 6.256 -4.049 0.612
H 6.654 -2.936 -0.680
H 3.663 -2.657 1.535
C 2.398 -3.022 4.758
C 1.685 -3.955 3.810
C 1.972 -5.504 4.043
O 0.317 -3.687 4.035
H 3.479 -3.020 4.621
H 2.210 -3.203 5.817
H 2.123 -1.991 4.537
H 1.880 -3.774 2.753
H 1.565 -5.941 4.954
H 3.032 -5.754 3.997
H 1.490 -6.114 3.279
H 0.108 -2.794 3.749
```